(1)
Formula: C25H42BI2N2O5
Source: OMol25
Level of theory: wB97M-V/def2-TZVPD

Computed properties:
Multiplicity = 2
Kohn-Sham gap (spin up / spin down) = 8.6074 / 8.5528 eV
HOMO level (spin up / spin down) = -8.52 / -8.52 eV

Last column: Löwdin spin population.
Geometry (Å):
C -1.16167 2.14857 1.56170  0.000
C 0.33326 2.51216 1.73745  0.000
B 0.92038 2.27941 3.19388  0.000
O 1.10766 3.36943 4.02262  0.000
O 1.30267 1.05051 3.74572  0.000
C 1.85187 0.16925 2.84009  0.000
O 2.75429 0.54139 2.11397  0.000
N 1.35328 -1.12373 2.90247  0.000
C -0.09712 -1.19228 3.19244  0.000
C -0.29932 -1.87970 4.55686  0.000
C 0.13195 -3.36933 4.46772  0.000
O -1.56895 -1.68549 5.16363  0.000
C -2.66815 -1.58281 4.27899  0.000
C -2.92360 -2.80374 3.41015  0.000
C -2.97421 -4.07949 3.90623  0.000
C -3.22054 -5.13501 3.05842  0.000
C -3.40534 -4.89277 1.72725  0.000
C -3.39022 -3.62616 1.20585  0.000
C -3.14597 -2.58496 2.07109  0.000
C 1.73244 -1.94795 1.77076  0.000
I 0.97158 -1.15347 -0.11849  0.000
C 3.24431 -2.37173 1.73672  0.000
C 3.97876 -2.16046 3.06960  0.000
I 4.39619 -1.56090 0.08199  0.000
H -1.82111 2.65854 2.26915  0.000
H -1.46480 2.50231 0.56954  0.000
H -1.34474 1.07154 1.53743  0.000
H 0.91984 1.99631 0.97321  0.000
H 0.42710 3.58329 1.52961  0.000
H 0.27434 3.85058 4.08289  0.000
H -0.58027 -1.82179 2.43910  0.000
H -0.59564 -0.22799 3.14300  0.000
H 0.43492 -1.42515 5.23227  0.000
H -0.18793 -3.75554 3.49638  0.000
H 1.22619 -3.36954 4.48124  0.000
H -0.23457 -3.95026 5.31062  0.000
H -3.55244 -1.49405 4.92278  0.000
H -2.67202 -0.66039 3.68597  0.000
H -2.79932 -4.19840 4.97080  0.000
H -3.24669 -6.13183 3.48121  0.000
H -3.57074 -5.72064 1.04376  0.000
H -3.55158 -3.42518 0.15523  0.000
H -3.12135 -1.56624 1.69307  0.000
H 1.17694 -2.87531 1.87536  0.000
H 3.25989 -3.44369 1.54241  0.000
H 4.28503 -1.11803 3.14019  0.000
H 4.83823 -2.83102 3.08476  0.000
H 3.32874 -2.43441 3.90358  0.000
C 0.58144 4.37181 -4.93278  0.002
C 0.53091 3.29037 -3.82689  0.026
C 1.87130 2.55023 -3.76219  0.014
C 2.08562 1.56299 -4.90721  0.001
C 0.89773 0.61261 -5.03100  0.014
C -0.44445 1.33874 -5.14293  0.027
N -0.61729 2.36489 -4.07219  0.353
O -0.90085 1.75785 -2.96019  0.554
C -0.56360 1.98729 -6.53624  0.002
C -1.57310 0.30847 -5.10761  -0.001
C 0.34936 4.07006 -2.52407  -0.001
H -0.41689 4.60189 -5.30706  0.002
H 0.99395 5.30478 -4.54926  0.000
H 1.21087 4.09242 -5.77683  0.000
H 1.93881 1.99972 -2.81757  0.003
H 2.68712 3.27671 -3.75073  0.001
H 2.25079 2.09446 -5.84880  0.000
H 2.99456 0.98640 -4.72335  0.001
H 1.03708 -0.03594 -5.89896  0.001
H 0.88759 -0.04817 -4.15739  0.003
H -1.46340 2.60061 -6.60603  0.001
H -0.62956 1.21695 -7.30511  0.000
H 0.28911 2.60440 -6.80850  0.000
H -1.53950 -0.31412 -4.21451  -0.001
H -1.49343 -0.36046 -5.96455  0.000
H -2.54937 0.79482 -5.15161  0.000
H -0.60387 4.60323 -2.51467  0.000
H 1.14640 4.80536 -2.41774  0.000
H 0.39109 3.42781 -1.64474  -0.001

Cartesian forces, eV/Å:
0.17 0.25 -0.79
-0.37 -0.15 0.33
0.41 0.75 -0.06
-0.73 -0.85 0.46
0.09 -0.62 -0.94
1.12 0.97 0.12
-0.87 -0.77 0.59
-0.74 1.09 -1.10
-0.51 -0.97 0.69
0.93 -0.23 0.38
0.09 0.98 -0.51
0.02 0.12 -0.49
-0.94 -0.57 0.59
0.31 1.38 -0.08
0.10 0.03 0.89
0.21 -0.37 1.06
-0.35 -1.24 -1.41
0.03 0.49 -0.11
-0.04 0.74 -0.60
0.85 -0.34 0.08
-0.53 -0.12 0.17
-0.24 0.07 0.05
-0.15 -0.03 -0.60
0.33 -0.31 0.54
0.10 -0.25 0.16
-0.07 -0.07 0.10
0.00 0.06 0.31
-0.04 -0.05 0.08
0.11 -0.09 0.02
0.33 0.53 -0.18
0.18 0.18 -0.14
0.34 0.10 0.14
-0.36 0.23 0.11
-0.14 -0.48 0.31
-0.07 -0.21 0.03
-0.09 -0.01 -0.12
0.24 0.12 0.16
0.32 -0.16 -0.12
-0.05 -0.29 -0.06
-0.04 -0.07 -0.24
-0.03 -0.04 0.14
0.00 -0.16 -0.01
0.04 -0.04 -0.01
-0.07 0.10 -0.04
-0.13 0.12 -0.30
0.10 -0.13 0.30
0.11 0.26 0.04
0.03 0.10 -0.03
0.00 -0.03 -0.30
0.51 1.80 -0.64
0.08 -0.60 -0.03
-0.07 0.06 -0.02
0.42 0.07 0.40
-0.46 -0.13 -1.90
1.32 -1.61 1.54
-0.70 0.31 -0.02
0.20 0.29 -0.10
-0.20 -0.06 0.60
-0.42 -0.36 0.42
0.00 -0.06 0.00
0.04 -0.09 0.14
-0.09 -0.06 -0.03
-0.15 0.03 0.02
-0.13 0.14 0.03
-0.04 0.01 0.00
0.00 0.02 -0.01
-0.18 0.04 -0.05
-0.13 0.09 0.05
0.00 0.00 0.05
-0.04 -0.10 0.12
-0.03 0.05 0.07
-0.01 0.14 0.07
0.13 0.13 -0.08
0.02 0.02 0.03
0.00 -0.03 -0.02
0.05 -0.03 -0.19
-0.11 -0.08 -0.08

=====

(2)
Formula: C25H42BKO29
Source: OMol25
Level of theory: wB97M-V/def2-TZVPD

Computed properties:
Energy above the lowest of the compared OMol25 structures with the same formula, charge and spin = 573.3 kJ/mol
Kohn-Sham gap = 5.1284 eV
HOMO level = -8.27 eV

Last column: Mulliken charge in e.
Geometry (Å):
K -5.45213 -9.12125 5.82879  0.999
O -1.17831 -4.80888 0.99996  -0.631
C -1.05406 -3.73428 1.55011  0.635
O -0.52407 -2.60777 0.99225  -0.426
B -0.76542 -1.45377 1.83908  1.112
O -1.40938 -1.94343 3.04246  -0.483
C -1.60603 -3.21949 2.94114  0.558
O -2.19888 -3.91016 3.71685  -0.647
O -1.62796 -0.54211 1.09707  -0.553
C -1.15867 0.56953 0.91166  0.654
O -1.67256 1.51758 0.26891  -0.706
C 0.19959 0.59160 1.63925  0.531
O 0.34412 -0.64393 2.15302  -0.417
O 0.93163 1.56590 1.75298  -0.628
C -6.07023 -8.10486 -1.59919  -0.629
O -7.39816 -7.91469 -1.11639  -0.327
C -7.96365 -8.49720 -0.12423  0.854
O -7.31920 -9.21946 0.57024  -0.606
O -9.27109 -8.25271 -0.07589  -0.301
C -10.00311 -8.69235 1.05923  -0.613
H -5.54471 -7.18458 -1.34423  0.261
H -5.92511 -8.25803 -2.66857  0.267
H -5.68452 -9.06576 -1.25860  0.304
H -11.04414 -8.37119 1.09409  0.251
H -9.54126 -8.23693 1.93523  0.260
H -9.97682 -9.77534 1.17983  0.282
C 2.81019 5.76766 -3.79903  -0.599
O 3.86266 5.18207 -4.59610  -0.290
C 4.45298 5.91747 -5.55905  0.774
O 4.28863 7.13307 -5.78225  -0.588
O 5.29833 5.06985 -6.08743  -0.271
C 6.01773 5.31258 -7.26457  -0.646
H 2.32443 6.44281 -4.50352  0.320
H 3.20236 6.33687 -2.95623  0.257
H 2.22739 4.91315 -3.45516  0.210
H 6.38981 4.39291 -7.71609  0.242
H 6.93884 5.83592 -7.00809  0.282
H 5.44393 5.89245 -7.98749  0.309
C 6.13861 3.89825 5.79948  -0.645
O 5.02457 4.75286 5.47922  -0.296
C 5.28130 5.95049 4.84195  0.772
O 6.31202 6.47888 4.66964  -0.518
O 4.08902 6.47301 4.57151  -0.307
C 4.01702 7.82501 3.97592  -0.595
H 6.09942 2.93822 5.28477  0.249
H 6.08070 3.71772 6.87287  0.235
H 7.11093 4.37190 5.66402  0.324
H 4.65681 7.88479 3.09547  0.287
H 4.51594 8.46259 4.70576  0.288
H 2.97659 8.05736 3.74868  0.205
C -7.21031 -3.38989 -6.51595  -0.632
O -5.97832 -3.51399 -5.93672  -0.293
C -4.90320 -2.63987 -6.10779  0.786
O -4.96550 -1.71162 -6.88688  -0.563
O -3.86041 -3.00257 -5.43207  -0.271
C -2.71891 -2.27023 -5.61877  -0.660
H -7.51927 -2.34706 -6.58782  0.310
H -7.96021 -3.91430 -5.92370  0.207
H -7.09713 -3.84254 -7.50105  0.275
H -2.16228 -2.44625 -4.69829  0.219
H -2.92570 -1.21770 -5.81244  0.338
H -2.14877 -2.73384 -6.42382  0.285
C 4.33623 -4.97183 -4.60135  -0.661
O 4.48180 -3.59033 -4.28305  -0.310
C 5.34000 -3.19161 -3.36063  0.797
O 6.26534 -3.85248 -2.90093  -0.579
O 4.96210 -2.02781 -2.88594  -0.288
C 5.74135 -1.44220 -1.83835  -0.595
H 4.33214 -5.62331 -3.72748  0.316
H 4.99865 -5.24976 -5.42113  0.275
H 3.30552 -5.09117 -4.93524  0.256
H 5.34200 -0.49918 -1.46505  0.235
H 6.75679 -1.22352 -2.16870  0.278
H 5.76288 -2.18174 -1.03790  0.275
C -5.47726 9.95802 4.93582  -0.683
O -5.72241 9.55533 3.62530  -0.307
C -4.69343 9.30905 2.82766  0.815
O -3.52699 9.46851 3.11914  -0.569
O -5.09731 8.85242 1.64650  -0.320
C -4.14570 8.70328 0.57988  -0.646
H -5.20059 9.06642 5.49851  0.301
H -6.31649 10.41407 5.46099  0.252
H -4.59680 10.57767 5.10587  0.313
H -3.16691 8.26126 0.76605  0.307
H -3.90087 9.69118 0.18974  0.296
H -4.63155 8.12082 -0.20294  0.240
C 3.53594 -3.21162 6.74317  -0.483
O 4.74909 -2.84971 6.00445  -0.326
C 5.22887 -3.55295 4.88547  0.793
O 6.25249 -3.43313 4.24826  -0.547
O 4.30335 -4.46896 4.48978  -0.329
C 4.41992 -5.36622 3.46672  -0.645
H 2.70419 -3.13175 6.04324  0.235
H 3.38058 -2.57614 7.61502  0.236
H 3.78804 -4.20636 7.11064  0.262
H 5.22506 -5.13797 2.76833  0.326
H 3.59185 -5.44831 2.76269  0.229
H 4.47606 -6.31438 4.00147  0.250

Cartesian forces, eV/Å:
0.07 0.12 -0.16
0.31 1.44 1.24
0.05 1.04 -1.19
-0.03 -2.06 0.24
-0.29 0.10 -0.49
-0.09 0.07 0.41
-0.42 -1.30 -0.58
-0.17 -0.50 0.57
-3.61 -4.36 0.01
0.56 6.87 -2.39
1.51 -2.45 1.76
1.20 2.12 0.23
2.04 1.35 0.27
-1.14 -2.47 -0.02
0.57 -0.64 0.58
-1.16 2.30 -3.46
0.69 -1.12 -0.09
0.00 -1.45 2.46
-0.61 0.60 -0.61
0.66 -0.22 1.22
0.45 -0.53 0.31
-1.35 0.55 -0.35
0.36 0.46 0.95
0.21 0.23 -0.94
0.06 -0.16 0.20
0.13 0.00 -0.19
0.55 0.23 -1.03
0.01 0.33 0.17
-0.70 2.56 1.15
0.32 -3.31 0.14
0.31 -1.19 -0.59
0.98 1.01 -0.51
-0.69 -0.01 0.55
0.14 -0.10 -0.06
-0.16 0.35 -0.12
-0.69 -0.31 0.28
-0.09 0.45 -0.04
0.01 -0.02 0.07
0.21 0.43 0.80
0.72 0.55 -0.97
-2.70 -1.33 1.35
2.55 0.69 -0.52
-1.11 0.47 -0.82
1.55 -1.08 0.75
-0.26 0.28 -0.25
-0.20 -0.17 0.00
-0.19 0.19 -0.47
-0.26 -0.26 -0.20
-0.57 0.43 0.00
0.25 -0.21 0.32
-0.75 0.84 -1.37
4.00 -0.10 2.70
-3.23 0.25 -2.48
0.06 -0.39 0.68
-2.20 -1.87 1.05
2.13 0.53 0.15
0.00 0.06 -0.25
0.30 -0.16 0.07
-0.72 0.15 -0.26
0.19 0.50 -0.09
0.15 -0.14 0.06
0.07 0.33 -0.24
-0.70 -0.12 -0.05
-0.61 0.36 -0.39
1.40 -1.84 1.85
-0.91 0.65 -0.93
-0.64 1.59 -0.52
0.70 -0.64 0.42
0.93 0.15 0.07
0.19 -0.20 0.41
0.03 0.39 -0.39
-0.67 -0.30 -0.50
0.02 -0.29 -0.12
0.26 0.25 0.16
1.43 -0.62 2.05
-1.23 0.24 -1.25
2.04 0.08 -0.06
-0.59 0.06 0.08
-0.54 -0.38 0.04
0.30 0.61 -0.58
-0.23 -0.22 0.21
-0.33 -0.07 -0.86
-0.07 0.38 -0.77
-0.36 -0.31 0.94
-0.24 0.12 -0.06
-0.17 0.10 0.27
1.09 -0.87 -1.13
1.77 0.02 -1.51
-1.09 -0.73 -0.78
-0.96 0.94 2.03
-1.64 2.35 2.40
0.95 -1.44 -1.38
-0.12 -0.40 0.36
0.52 0.42 -0.43
-0.92 -0.21 -0.05
0.65 -0.25 0.56
-0.79 0.63 0.65
0.54 -0.44 -0.73

=====

Number 1: E_tot -56702.2064 eV. Number 2: E_tot -102984.7613 eV.